1.
Below is a molecular structure, C4H5GdO5 in a non-equilibrium geometry, with properties calculated with wB97M-V/def2-TZVPD.

The LUMO energy (spin up / spin down) is -14.7 / -19.4 eV. As for the spin multiplicity: 9. For the total energy, the calculation gives -35265.034 eV. The expectation value of S² is 20.39. Its net charge is +3. The gap between HOMO and LUMO (spin up / spin down) is 4.83 / 3.69 eV. The HOMO energy (spin up / spin down) comes out at -19.502 / -23.057 eV.

Last column: Löwdin spin population.
CARTESIAN COORDINATES (ANGSTROEM)
O -0.5367 -0.4325 -0.5228  0.023
C -0.2042 0.8300 -0.8950  0.014
O -1.0337 1.6750 -1.1995  0.121
O 1.0374 1.0874 -0.8144  0.140
Gd -3.4090 1.7528 -1.3966  6.707
C 1.9910 0.2660 -0.0173  0.161
C 1.5337 0.0769 1.3724  0.717
H 2.1377 -0.6740 -0.5577  0.026
H 2.8994 0.8769 -0.0820  0.026
H 1.2429 0.9455 1.9635  0.042
H 1.6054 -0.9028 1.8417  0.033
O -2.7613 -0.1391 -0.1596  -0.016
C -1.7433 -0.7977 -0.0163  0.003
O -1.7793 -2.0276 0.3484  0.001
H -0.9800 -2.5366 0.1352  0.000

Atoms 1-3, force components in eV/Å:
O 0.148 0.226 0.274
C 2.242 -1.527 1.379
O -2.325 1.704 -0.816

=====

2.
Below is C3H4F3N in the gas phase in a non-equilibrium geometry, with properties calculated with wB97M-V/def2-TZVPD.

The LUMO energy is 0.8 eV. For the total energy, the calculation gives -12813.278 eV. The SMILES is C=C(F)CN(F)F. Its net charge is 0. The gap between HOMO and LUMO is 10.91 eV. The HOMO energy comes out at -10.112 eV.

Last column: Mulliken charge in e.
CARTESIAN COORDINATES (ANGSTROEM)
C -1.9660 0.0976 0.1497  -0.876
C -0.6849 -0.1916 0.2906  0.509
C 0.5384 0.2304 -0.4544  -0.154
N 1.7029 -0.3117 0.1857  0.070
F -0.4149 -1.2104 1.1421  -0.250
F 2.7919 0.1400 -0.5162  -0.201
F 2.0545 0.1046 1.4435  -0.170
H -2.7001 -0.4866 0.6144  0.310
H -2.3464 0.8078 -0.5757  0.244
H 0.5023 1.2609 -0.9313  0.324
H 0.5224 -0.4412 -1.3483  0.192

Atoms 1-3, force components in eV/Å:
C 0.806 1.050 -1.390
C -0.897 -0.511 0.600
C -1.090 0.459 -1.693

=====

3.
Below is C6H5NO in the gas phase in a non-equilibrium geometry, with properties calculated with wB97M-V/def2-TZVPD.

The LUMO energy is -1.3 eV. For the total energy, the calculation gives -9836.447 eV. The SMILES is C=CC1=CC=NC1=O. Its net charge is 0. The gap between HOMO and LUMO is 8.04 eV. The HOMO energy comes out at -9.320 eV.

Last column: Mulliken charge in e.
CARTESIAN COORDINATES (ANGSTROEM)
C -1.5051 -1.7848 0.2139  -0.648
C -1.0108 -0.6267 0.7364  -0.322
C -0.0961 0.2847 0.1626  0.560
C 0.6434 1.2814 0.5439  -0.166
C 1.4567 1.8604 -0.6291  -0.092
C 0.3183 -0.0083 -1.2905  0.426
H -2.0175 -2.5192 1.0048  0.238
H -0.8946 -2.1238 -0.6364  0.380
H -1.3205 -0.4644 1.8790  0.146
H 0.6357 1.5198 1.7663  0.202
H 2.2235 2.5874 -0.2936  0.333
N 1.2597 1.1779 -1.7244  -0.549
O 0.3072 -1.1844 -1.7328  -0.508

Atoms 1-3, force components in eV/Å:
C 1.425 -0.623 2.615
C -2.519 -1.621 4.115
C -0.609 -1.239 -3.203

=====

4.
Below is a molecular structure, C2H5INO in a non-equilibrium geometry, with properties calculated with wB97M-V/def2-TZVPD.

The LUMO energy is 3.8 eV. For the total energy, the calculation gives -13794.789 eV. Its net charge is -1. The gap between HOMO and LUMO is 7.30 eV. The HOMO energy comes out at -3.464 eV.

Last column: Mulliken charge in e.
CARTESIAN COORDINATES (ANGSTROEM)
I 1.5458 0.0324 2.7416  -0.811
O -0.9624 -1.3388 -1.0653  -0.706
C -0.3479 -0.4882 -0.4412  0.503
N 0.4649 -0.8931 0.5240  -0.315
C -0.4889 0.9646 -0.8691  -0.787
H 0.4761 -1.8615 0.8108  0.215
H 0.7685 -0.2702 1.2587  0.166
H 0.1016 0.9979 -1.7846  0.195
H -0.0130 1.6556 -0.1733  0.304
H -1.5446 1.2014 -1.0017  0.235

Atoms 1-3, force components in eV/Å:
I 3.105 1.937 6.231
O -1.324 -0.507 -1.472
C -0.339 -1.292 -0.086

=====

5.
Below is a gas-phase ion, C6H11FN4O2 (charge +2) in a non-equilibrium geometry, with properties calculated with wB97M-V/def2-TZVPD.

The LUMO energy is -8.4 eV. For the total energy, the calculation gives -19154.001 eV. The SMILES is [NH2+]=C1/N=C\[C@H](F)C(=[NH2+])OCCON1. Its net charge is +2. The gap between HOMO and LUMO is 9.67 eV. The HOMO energy comes out at -18.080 eV.

Last column: Mulliken charge in e.
CARTESIAN COORDINATES (ANGSTROEM)
C -1.5938 1.5409 -0.8602  -0.160
C 0.7463 1.6131 -0.2795  0.594
C 0.8763 -1.7163 0.2718  -0.576
C 2.1304 -0.9301 0.6676  -0.574
C -2.1325 0.5096 0.1664  0.004
C -1.4284 -0.8385 -0.0303  0.579
N -0.4103 1.9258 -0.8989  -0.422
N 1.5253 0.7250 -0.9168  -0.067
N 1.1097 2.1486 0.8618  -0.285
N -2.0011 -1.8402 -0.6308  -0.277
O -0.2297 -0.7758 0.4055  -0.200
O 2.5544 0.0612 -0.2766  -0.314
F -1.7639 0.9726 1.3953  -0.251
H -2.3108 2.0016 -1.5327  0.466
H 0.9346 -2.0919 -0.7537  0.451
H 0.7334 -2.5433 0.9712  0.447
H 1.9693 -0.4754 1.6531  0.313
H 2.9911 -1.6033 0.7242  0.430
H -3.2269 0.4438 0.1382  0.497
H 0.5037 2.7801 1.3715  0.269
H 2.0791 2.0924 1.1588  0.275
H 1.4520 0.5463 -1.9114  0.268
H -2.9755 -1.8140 -0.9202  0.281
H -1.5328 -2.7321 -0.7744  0.254

Atoms 1-3, force components in eV/Å:
C -0.590 -0.437 0.315
C 0.140 -0.427 0.263
C 0.830 -0.225 -0.091